{"formula": "C52H38FN13O3RuS", "method": "ωB97M-V with the def2-TZVPD basis set", "spin_multiplicity": 6, "total_energy_ev": -96185.503, "de_lowest_ev": 0.000, "e_lumo_ev": [-3.086, -3.490], "e_homo_ev": [-7.47, -9.24], "total_charge": 1, "orbital_gap_ev": [4.388, 5.749], "species": ["Ru", "C", "C", "C", "C", "C", "N", "C", "C", "C", "C", "C", "C", "C", "C", "N", "C", "N", "C", "N", "C", "N", "C", "N", "C", "N", "C", "C", "C", "C", "C", "C", "C", "C", "C", "C", "C", "C", "C", "C", "N", "H", "H", "H", "H", "H", "H", "H", "H", "H", "H", "H", "H", "H", "H", "H", "H", "C", "C", "N", "C", "C", "C", "O", "O", "C", "O", "C", "C", "C", "F", "C", "C", "C", "N", "C", "C", "N", "C", "C", "H", "H", "H", "H", "H", "H", "H", "H", "H", "H", "H", "H", "H", "H", "H", "H", "H", "H", "S", "C", "N", "C", "C", "C", "N", "H", "H", "H", "H"], "coordinates": [[2.012, 1.204, 1.065], [0.003, -1.660, 6.624], [0.152, -2.851, 5.889], [0.493, -2.831, 4.551], [0.671, -1.586, 3.948], [1.060, -1.204, 2.621], [1.287, -2.080, 1.612], [1.964, -1.746, 0.568], [2.127, -2.607, -0.624], [1.555, -3.814, -0.965], [1.855, -4.334, -2.222], [2.708, -3.661, -3.094], [3.293, -2.451, -2.732], [2.982, -1.942, -1.489], [3.365, -0.680, -0.827], [4.242, 0.143, -1.295], [4.461, 1.343, -0.713], [3.600, 2.026, 0.107], [4.134, 3.248, 0.388], [3.582, 4.227, 1.130], [2.660, 3.978, 2.002], [2.206, 2.744, 2.405], [1.292, 2.910, 3.421], [0.693, 1.987, 4.100], [0.798, 0.682, 3.776], [1.106, 0.168, 2.549], [0.510, -0.402, 4.677], [0.182, -0.426, 6.030], [1.148, 4.353, 3.690], [0.400, 5.038, 4.624], [0.511, 6.425, 4.637], [1.350, 7.089, 3.746], [2.108, 6.386, 2.813], [1.988, 5.013, 2.808], [5.389, 3.380, -0.311], [6.328, 4.406, -0.357], [7.463, 4.202, -1.119], [7.668, 2.997, -1.815], [6.745, 1.971, -1.761], [5.592, 2.178, -1.001], [2.701, -0.595, 0.377], [-0.248, -1.718, 7.675], [0.003, -3.799, 6.389], [0.633, -3.743, 3.986], [0.899, -4.337, -0.279], [1.416, -5.275, -2.529], [2.919, -4.088, -4.066], [3.965, -1.924, -3.397], [0.081, 0.496, 6.588], [-0.249, 4.511, 5.311], [-0.060, 6.999, 5.355], [1.415, 8.168, 3.781], [2.763, 6.890, 2.116], [6.164, 5.324, 0.192], [8.216, 4.976, -1.173], [8.573, 2.872, -2.395], [6.909, 1.031, -2.271], [-6.163, 1.358, -0.419], [-5.127, 1.225, -1.526], [-3.813, 0.824, -1.029], [-2.931, 1.797, -0.662], [-1.664, 1.589, -0.240], [-0.873, 2.811, 0.187], [-1.436, 3.895, 0.103], [0.301, 2.612, 0.644], [-1.152, 0.244, -0.236], [0.027, -0.068, -0.102], [-2.169, -0.809, -0.428], [-1.825, -2.135, -0.196], [-2.737, -3.134, -0.393], [-2.337, -4.415, -0.180], [-4.045, -2.865, -0.809], [-4.394, -1.538, -1.010], [-3.472, -0.500, -0.836], [-5.053, -3.861, -0.987], [-4.804, -5.236, -0.557], [-6.117, -6.025, -0.706], [-7.242, -5.033, -0.698], [-7.229, -4.238, -1.974], [-5.769, -3.858, -2.257], [-7.118, 1.682, -0.833], [-5.840, 2.098, 0.313], [-6.315, 0.413, 0.106], [-4.996, 2.181, -2.031], [-5.443, 0.512, -2.288], [-3.280, 2.821, -0.727], [-0.823, -2.371, 0.145], [-5.419, -1.306, -1.263], [-4.490, -5.230, 0.484], [-4.027, -5.737, -1.141], [-6.258, -6.728, 0.112], [-6.179, -6.566, -1.648], [-7.054, -4.374, 0.063], [-8.147, -5.473, -0.539], [-7.863, -3.367, -1.818], [-7.653, -4.856, -2.762], [-5.735, -2.876, -2.716], [-5.315, -4.562, -2.966], [1.268, 1.861, -2.314], [2.123, 1.350, -3.638], [3.429, 1.778, -3.801], [4.238, 1.385, -4.800], [3.755, 0.555, -5.755], [2.406, 0.159, -5.598], [1.630, 0.511, -4.610], [3.781, 2.392, -3.077], [5.251, 1.764, -4.781], [4.361, 0.230, -6.586], [1.954, -0.497, -6.337]]}